The following is a quantum chemistry calculation of C46H47BrI2N6O2W as an isolated structure, from OMol25.

Results
Total energy: -149560.801 eV
Gap between HOMO and LUMO (spin up / spin down): 6.4 / 6.5 eV
Highest occupied orbital energy (spin up / spin down): -12.722 / -12.709 eV
Energy relative to the best compared isomer or geometry (same formula, charge and spin): 0.0 kcal/mol
Net charge: +2

```
105
Properties=species:S:1:pos:R:3:mulliken_charge:R:1
W -0.307 -0.546 1.059 -1.729
C -4.349 -1.811 -0.294 -1.387
C -2.968 -1.655 -0.153 0.100
N -2.416 -0.968 0.826 0.322
C -3.245 -0.324 1.701 0.119
C -4.640 -0.414 1.629 0.772
C -5.187 -1.206 0.602 -0.721
C -5.417 0.325 2.556 -0.966
C -4.793 1.139 3.451 -1.115
C -3.380 1.232 3.506 -1.253
C -2.606 0.476 2.670 0.837
N -1.200 0.415 2.588 1.656
C -0.357 1.013 3.549 -0.206
C -0.586 1.265 4.875 -0.443
C 0.403 1.910 5.657 -1.033
C 1.601 2.287 5.127 -0.892
C 1.896 1.970 3.779 1.260
C 3.119 2.254 3.132 -0.950
C 3.305 1.855 1.838 -1.090
C 2.296 1.135 1.184 0.021
N 1.149 0.848 1.761 0.980
C 0.923 1.302 3.029 -0.206
H -4.728 -2.408 -1.112 0.553
H -2.299 -2.133 -0.854 0.403
H -6.264 -1.314 0.520 0.534
H -6.497 0.249 2.528 0.497
H -5.381 1.732 4.141 0.476
H -2.930 1.927 4.200 0.830
H -1.513 0.959 5.342 0.844
H 0.192 2.112 6.701 0.450
H 2.340 2.804 5.728 0.482
H 3.900 2.783 3.667 0.492
H 4.226 2.063 1.313 0.563
H 2.442 0.760 0.179 0.313
C 5.987 -5.206 0.763 -1.622
C 5.977 -3.978 -0.158 1.927
C 6.436 -4.411 -1.551 -2.065
C 6.961 -2.925 0.380 -1.563
C 4.583 -3.351 -0.182 -0.388
C 3.956 -3.026 1.019 0.117
C 2.742 -2.390 0.973 0.249
Br 1.810 -2.016 2.592 0.061
C 2.101 -2.028 -0.209 -0.040
O 0.953 -1.291 -0.116 0.464
C 2.671 -2.406 -1.426 -1.368
C 3.906 -3.055 -1.364 -0.352
C 1.982 -2.110 -2.769 2.351
C 1.977 -0.592 -3.003 -1.433
C 0.550 -2.672 -2.760 -1.295
C 2.710 -2.769 -3.945 -2.364
H 6.973 -5.676 0.739 0.466
H 5.252 -5.946 0.436 0.375
H 5.775 -4.947 1.804 0.307
H 7.423 -4.868 -1.475 0.440
H 6.522 -3.563 -2.236 0.392
H 5.760 -5.152 -1.987 0.425
H 7.976 -3.329 0.382 0.439
H 6.712 -2.631 1.404 0.349
H 6.953 -2.029 -0.247 0.355
H 4.407 -3.270 1.974 0.514
H 4.358 -3.355 -2.296 0.685
H 1.525 -0.053 -2.169 0.082
H 1.417 -0.348 -3.912 0.445
H 2.999 -0.226 -3.129 0.363
H -0.088 -2.160 -2.038 0.008
H 0.560 -3.737 -2.513 0.339
H 0.099 -2.564 -3.750 0.490
H 3.713 -2.361 -4.090 0.473
H 2.148 -2.580 -4.862 0.447
H 2.785 -3.852 -3.818 0.464
I -1.521 -2.704 4.107 0.153
C -1.375 -4.437 2.884 -0.900
I -0.676 -4.084 0.898 0.212
H -2.363 -4.863 2.802 0.476
H -0.681 -5.122 3.348 0.505
C -6.762 2.672 -2.660 -1.456
C -5.517 3.506 -2.495 0.769
C -4.962 3.750 -1.243 -0.834
C -3.818 4.524 -1.090 -0.125
C -3.188 5.052 -2.207 -0.092
N -2.007 5.847 -2.121 -0.018
C -0.972 5.781 -1.238 0.222
O -0.178 6.671 -1.055 -0.621
N -0.869 4.585 -0.486 -0.049
C -0.953 3.285 -0.945 -0.280
C -1.196 2.934 -2.275 -0.223
C -1.288 1.598 -2.605 -1.783
C -1.114 0.631 -1.638 0.106
N -0.837 0.954 -0.369 0.637
C -0.778 2.252 -0.034 0.201
C -3.735 4.829 -3.466 -0.291
C -4.887 4.073 -3.602 -0.716
H -7.209 2.432 -1.695 0.342
H -6.539 1.734 -3.175 0.312
H -7.509 3.197 -3.257 0.393
H -5.452 3.356 -0.358 0.363
H -3.440 4.740 -0.097 0.509
H -1.962 6.663 -2.711 0.273
H -0.359 4.743 0.368 0.232
H -1.306 3.696 -3.036 0.809
H -1.490 1.295 -3.625 0.610
H -1.174 -0.418 -1.878 0.040
H -0.612 2.484 1.007 0.314
H -3.260 5.261 -4.342 0.442
H -5.309 3.923 -4.591 0.418
```

---

The following is a quantum chemistry calculation of one molecule with the formula C3H3NO2S, from OMol25.

Results
Total energy: -19577.129 eV
SMILES: S=C1CON=CO1
Gap between HOMO and LUMO: 9.1 eV
Highest occupied orbital energy: -9.484 eV
Energy relative to the best compared isomer or geometry (same formula, charge and spin): 84.1 kcal/mol
Net charge: 0

```
10
Properties=species:S:1:pos:R:3:mulliken_charge:R:1
S -2.696 -0.135 -0.292 -0.276
C -1.119 -0.148 -0.095 0.346
C -0.232 1.060 0.200 -0.337
O 0.978 0.994 -0.545 -0.202
N 1.689 -0.181 -0.311 -0.307
C 0.964 -1.204 -0.093 0.120
O -0.375 -1.282 -0.144 -0.304
H -0.749 1.985 -0.077 0.328
H 0.014 1.080 1.265 0.273
H 1.527 -2.168 0.092 0.359
```

---

The following is a quantum chemistry calculation of a 2-piece molecular cluster, C5H10O2 overall, from OMol25.

Results
Total energy: -9441.658 eV
SMILES: CC(=O)O.C=CC
Gap between HOMO and LUMO: 10.7 eV
Highest occupied orbital energy: -9.752 eV
Energy relative to the best compared isomer or geometry (same formula, charge and spin): 31.9 kcal/mol
Net charge: 0

```
17
Properties=species:S:1:pos:R:3:mulliken_charge:R:1
C 0.534 -2.821 -1.619 -0.917
C 0.110 -1.540 -0.874 0.738
O -1.010 -1.049 -0.736 -0.542
O 1.213 -0.918 -0.396 -0.451
H 1.615 -2.990 -1.721 0.278
H -0.006 -2.882 -2.568 0.288
H 0.114 -3.627 -0.989 0.261
H 0.928 -0.206 0.199 0.318
C 0.999 2.016 0.881 -0.980
C -0.277 2.028 0.464 0.140
C -1.433 1.440 1.286 -0.892
H 1.818 2.281 0.238 0.330
H 1.236 1.645 1.879 0.334
H -0.559 2.556 -0.473 0.259
H -2.003 0.723 0.701 0.254
H -1.198 1.032 2.296 0.249
H -2.079 2.313 1.433 0.332
```

---

The following is a quantum chemistry calculation of a 2-piece molecular cluster, C4H13NO3 overall, from OMol25.

Results
Total energy: -11991.318 eV
SMILES: COC(C)(O)O.CN
Gap between HOMO and LUMO: 10.5 eV
Highest occupied orbital energy: -9.575 eV
Energy relative to the best compared isomer or geometry (same formula, charge and spin): 26.6 kcal/mol
Net charge: 0

```
21
Properties=species:S:1:pos:R:3:mulliken_charge:R:1
C -1.197 -1.839 -0.532 -0.812
O -0.400 -0.676 -0.473 -0.383
C -1.048 0.524 -0.015 1.039
C -2.210 0.937 -0.926 -1.354
O -1.498 0.243 1.300 -0.588
O -0.111 1.505 0.002 -0.614
H -0.513 -2.674 -0.676 0.260
H -1.758 -1.979 0.394 0.341
H -1.894 -1.806 -1.377 0.260
H -1.894 0.870 -1.965 0.334
H -2.472 1.965 -0.698 0.413
H -3.072 0.296 -0.756 0.343
H -1.830 1.061 1.690 0.321
H 0.773 1.109 0.364 0.466
C 3.122 0.108 0.094 -0.799
N 1.998 0.227 1.015 -0.566
H 2.754 -0.295 -0.846 0.278
H 3.922 -0.545 0.466 0.318
H 3.535 1.100 -0.086 0.303
H 2.307 0.526 1.938 0.209
H 1.487 -0.658 1.086 0.231
```

---

The following is a quantum chemistry calculation of C4H6O2 as an isolated structure, from OMol25.

Results
Total energy: -8335.594 eV
Gap between HOMO and LUMO: 9.2 eV
Highest occupied orbital energy: -8.906 eV
Energy relative to the best compared isomer or geometry (same formula, charge and spin): 112.2 kcal/mol
Net charge: 0

```
12
Properties=species:S:1:pos:R:3:mulliken_charge:R:1
C -1.318 0.693 0.465 -0.781
C -0.749 -0.678 0.396 -0.406
O -0.004 -0.969 -1.339 -0.424
C 0.668 -0.816 -0.071 0.334
C 1.595 0.370 -0.133 -0.248
O 2.593 0.435 0.543 -0.466
H -1.349 0.872 1.552 0.301
H -0.778 1.525 -0.003 0.293
H -2.360 0.699 0.132 0.292
H -0.778 -1.550 -1.089 0.418
H 1.213 -1.709 0.250 0.331
H 1.292 1.192 -0.811 0.355
```

---

The following is a quantum chemistry calculation of C8H20O12Zn2 as an isolated structure, from OMol25.

Results
Total energy: -130009.676 eV
Gap between HOMO and LUMO: 1.5 eV
Highest occupied orbital energy: -8.351 eV
Net charge: 0

```
42
Properties=species:S:1:pos:R:3:mulliken_charge:R:1
Zn -0.140 2.545 -6.862 0.080
Zn 1.927 3.665 0.797 0.796
C -0.753 -0.553 -1.763 -0.783
C -0.160 0.738 -2.199 0.693
O 0.274 0.877 -3.385 -0.584
O -0.078 1.675 -1.363 -0.561
H -1.804 -0.540 -2.052 0.247
H -0.709 -0.679 -0.681 0.280
H -0.213 -1.370 -2.242 0.273
C 0.137 -6.889 -1.035 -0.806
C -0.338 -8.301 -1.209 0.767
O -0.365 -9.229 -0.325 -0.448
O -0.689 -8.596 -2.333 -0.380
H 0.923 -6.742 -1.776 0.281
H 0.738 -6.824 -0.128 0.299
H -0.646 -6.131 -1.035 0.231
C 1.711 -2.176 2.995 -0.846
C 2.451 -1.097 2.280 0.767
O 3.220 -1.450 1.344 -0.444
O 2.319 0.142 2.466 -0.504
H 1.017 -2.724 2.358 0.248
H 1.095 -1.875 3.842 0.318
H 2.455 -2.851 3.419 0.281
C -0.441 5.967 5.401 -0.750
C -1.132 5.325 4.227 0.682
O -2.370 5.453 4.086 -0.449
O -0.475 4.715 3.375 -0.490
H -1.068 6.235 6.252 0.297
H -0.057 6.841 4.875 0.211
H 0.342 5.263 5.682 0.268
O 3.585 -1.468 -3.548 -0.640
H 3.091 -0.680 -3.775 0.330
H 3.426 -2.069 -4.275 0.309
O -3.348 4.317 -0.781 -0.627
H -2.561 3.837 -1.039 0.318
H -3.621 4.775 -1.576 0.311
O 1.391 6.612 -0.311 -0.596
H 1.286 6.962 -1.196 0.308
H 1.919 7.268 0.144 0.314
O -4.469 -3.604 -3.038 -0.622
H -4.238 -3.700 -2.114 0.309
H -3.634 -3.665 -3.501 0.312
```